Formula: H80O40
Source: the OMol25 dataset
Level of theory: ωB97M-V/def2-TZVPD

```
120
Properties=species:S:1:pos:R:3:lowdin_charge:R:1
H -1.344 -0.817 5.287 0.090
H -2.691 -1.034 5.361 0.062
O -2.179 -0.182 5.394 -0.102
H 1.662 0.229 -1.444 -0.117
H 2.902 0.166 -0.430 0.101
O 2.118 -0.292 -0.962 -0.036
H 3.810 0.598 -5.052 0.048
H 5.066 0.034 -4.346 0.026
O 4.638 0.844 -4.580 -0.078
H -2.639 -3.888 -0.124 -0.017
H -4.132 -4.008 0.139 0.124
O -3.353 -3.384 0.214 -0.077
H 2.635 -0.542 -5.332 -0.010
H 2.183 -1.596 -4.693 0.026
O 1.823 -1.024 -5.394 -0.034
H -2.947 4.637 0.572 0.091
O -2.218 4.487 1.241 -0.090
H 1.292 -2.282 1.037 0.114
O 0.884 -2.151 1.949 -0.080
H -3.335 -4.952 -2.209 0.040
H -2.718 -6.003 -1.250 -0.033
O -3.007 -5.849 -2.078 0.013
H -0.858 -2.810 -1.006 0.027
H -0.634 -4.089 -0.462 0.000
O -0.945 -3.726 -1.212 0.033
H 4.118 2.640 3.777 0.058
H 2.891 1.763 3.822 -0.011
O 3.840 1.724 3.985 -0.071
H 6.118 0.862 -2.935 0.106
H 5.095 0.059 -1.770 0.001
O 5.499 0.786 -2.150 -0.042
H 2.917 -1.549 -2.822 0.081
O 3.676 -1.586 -3.500 -0.063
H -1.644 3.143 -0.285 -0.047
H -1.036 4.399 -0.402 0.095
O -1.409 3.675 -0.972 -0.062
H -2.789 2.088 -0.118 0.030
H -2.410 1.356 -1.470 -0.047
O -3.078 1.634 -0.942 -0.006
H -1.128 -3.202 -3.896 0.019
H -1.009 -4.448 -3.247 0.046
O -0.403 -3.898 -3.827 -0.121
H 0.835 5.925 -0.624 0.013
H 0.939 6.273 -2.164 0.027
O 1.097 6.569 -1.276 -0.033
H 2.370 2.983 -4.761 -0.036
H 3.725 2.138 -4.079 0.087
O 2.734 2.335 -4.299 -0.036
H -4.450 -2.681 3.259 0.043
H -5.067 -1.322 3.285 -0.018
O -4.854 -2.012 3.853 -0.024
H -3.006 3.825 -3.778 -0.020
O -2.170 3.971 -3.496 -0.003
H -5.503 -1.160 0.077 0.058
H -6.674 -1.308 1.022 -0.012
O -6.096 -0.666 0.723 -0.027
H -3.976 -1.041 -1.359 -0.042
O -3.881 -1.731 -1.922 -0.025
H -2.826 1.310 4.717 -0.050
H -1.743 1.927 4.229 0.048
O -2.715 2.190 4.387 -0.099
H 1.330 -0.757 2.831 0.041
H 1.639 0.348 1.734 0.069
O 1.567 0.221 2.730 -0.100
H -2.635 -3.830 2.010 0.030
H -1.071 -3.850 2.130 -0.026
O -1.844 -4.356 2.337 -0.073
H 3.665 -0.655 2.388 0.021
H 4.732 -0.261 1.290 0.029
O 4.056 -0.869 1.517 -0.035
H 0.275 1.375 0.446 -0.103
H -0.193 0.036 -0.034 0.013
O -0.365 0.959 0.076 0.015
H 0.021 -0.434 -4.713 0.057
H -0.974 0.671 -4.962 -0.023
O -0.614 0.206 -4.340 0.018
H 1.194 -4.041 -2.830 0.021
H 2.489 -4.951 -3.131 0.091
O 2.192 -4.117 -2.602 -0.144
H -4.272 2.671 2.051 0.051
H -4.441 1.631 1.000 -0.019
O -4.558 2.536 1.126 -0.035
H 3.747 -2.558 4.698 0.085
H 4.267 -2.134 3.512 -0.147
O 3.595 -2.472 3.754 0.093
H 0.626 2.956 4.099 0.057
H 0.840 4.467 4.629 -0.030
O 1.262 3.706 4.391 -0.059
H -0.851 0.433 -2.279 0.062
O -0.847 -0.514 -1.862 -0.145
H -3.326 -2.082 -4.098 0.046
H -2.002 -1.206 -4.460 0.026
O -2.404 -1.931 -3.980 -0.052
H -2.345 4.176 -2.586 0.002
H -2.294 5.075 2.057 0.111
H -3.440 -2.348 -1.282 0.019
H 1.527 -2.680 2.490 0.070
H 3.997 -2.364 -3.099 0.023
H -0.712 -1.077 -2.770 0.099
O 1.537 0.255 6.003 -0.042
H 1.251 -0.550 5.442 0.051
H 2.365 0.567 5.817 -0.044
O 0.088 -2.709 4.976 -0.043
H -0.108 -3.110 4.141 -0.003
H 0.587 -3.438 5.453 0.099
O -1.959 -1.567 1.323 -0.067
H -1.468 -1.662 0.523 -0.028
H -1.175 -1.058 1.791 0.098
O 5.397 2.983 -0.291 -0.092
H 6.117 2.911 0.340 0.020
H 5.389 2.243 -0.955 -0.001
O -0.127 2.229 2.425 -0.007
H -0.500 2.537 1.705 -0.066
H 0.264 1.320 2.416 0.024
O 0.430 2.242 -2.087 -0.095
H -0.392 2.840 -2.082 0.065
H 0.986 2.145 -2.849 0.020
O 2.229 1.985 -0.412 -0.119
H 1.869 2.637 0.180 0.036
H 1.924 2.391 -1.353 0.106
```

Computed properties:
HOMO energy, eV: -10.3
E_tot, Eh: -3057.18411
ΔE to the lowest compared entry with this formula, charge and spin, kJ/mol: 1505.02
LUMO, eV: -0.51
Spin multiplicity: 1